w.
Here is 2 unconnected molecules or ions with the total composition C2H9N2O from the OMol25 dataset. Energies are from ωB97M-V/def2-TZVPD.

The geometry in ORCA input format:
```
! RIJCOSX wB97M-V def2-TZVPD def2/J DEFGRID3
* xyz -1 1
C -0.68 1.15 2.16
O -0.31 0.89 0.90
H -1.26 0.31 2.64
H 0.12 1.35 2.91
H -1.38 2.01 2.31
N 1.07 -1.09 -0.24
C 0.88 -0.64 -1.63
N -0.47 -0.32 -2.03
H 0.65 -0.26 0.27
H 0.39 -1.81 -0.05
H 1.47 0.27 -1.71
H 1.39 -1.32 -2.31
H -1.15 -1.03 -1.77
H -0.72 0.48 -1.45
*
```

Summary:
E_HOMO in eV: -2.84
Orbital gap in eV: 7.47

x.
Here is 2 unconnected molecules or ions with the total composition C2H9N2O from the OMol25 dataset. Energies are from ωB97M-V/def2-TZVPD.

The geometry in ORCA input format:
```
! RIJCOSX wB97M-V def2-TZVPD def2/J DEFGRID3
* xyz -1 1
C -2.39 0.86 0.50
O -1.34 0.12 0.10
H -3.37 0.35 0.36
H -2.39 1.13 1.59
H -2.46 1.85 -0.01
N 1.16 -1.69 0.09
C 1.91 -0.43 -0.01
N 1.22 0.65 -0.68
H 0.22 -1.41 0.40
H 0.99 -2.01 -0.86
H 2.14 -0.08 1.00
H 2.87 -0.59 -0.51
H 1.20 0.64 -1.69
H 0.25 0.62 -0.28
*
```

Summary:
E_HOMO in eV: -2.84
Orbital gap in eV: 7.44

x is favored, and the nearest alternative lies 0.143 eV above it.

w.
Here is a single C6H12O4 molecule from the OMol25 dataset. Energies are from ωB97M-V/def2-TZVPD.

The geometry in ORCA input format:
```
! RIJCOSX wB97M-V def2-TZVPD def2/J DEFGRID3
* xyz 0 1
C 2.05 2.65 -0.89
C 2.23 1.14 -0.73
C 1.91 0.63 0.65
O 1.56 1.33 1.57
C 1.56 0.29 -1.85
O 2.35 -0.85 -2.14
C 0.11 -0.16 -1.62
O 0.12 -1.42 -0.76
C -0.82 0.92 -1.10
O -1.91 0.17 -0.61
H 2.46 2.98 -1.85
H 2.59 3.18 -0.09
H 1.00 2.96 -0.84
H 3.30 0.91 -0.86
H 2.07 -0.46 0.80
H 1.57 0.91 -2.76
H 2.04 -1.57 -1.58
H -0.27 -0.48 -2.60
H -0.43 -2.09 -1.18
H -0.37 1.50 -0.28
H -1.16 1.56 -1.92
H -1.67 -0.80 -0.36
*
```

Summary:
E_HOMO in eV: -9.77
Orbital gap in eV: 10.06
Structure (SMILES): C[C@@H](C=O)[C@@H](O)[C@@H](O)CO

x.
Here is 2 unconnected molecules or ions with the total composition C6H12O4 from the OMol25 dataset. Energies are from ωB97M-V/def2-TZVPD.

The geometry in ORCA input format:
```
! RIJCOSX wB97M-V def2-TZVPD def2/J DEFGRID3
* xyz 0 1
C 8.43 5.22 -3.50
C 8.83 6.64 -3.04
O 10.15 7.01 -3.34
C 10.35 8.01 -4.24
O 9.55 8.53 -4.95
H 7.33 5.14 -3.55
H 8.81 4.44 -2.82
H 8.85 5.05 -4.51
H 8.18 7.46 -3.42
H 8.76 6.64 -1.94
H 11.41 8.35 -4.27
C 13.05 8.74 -3.08
C 12.90 7.42 -2.34
O 11.67 7.13 -1.72
C 11.65 6.02 -0.91
O 12.61 5.23 -0.72
H 12.68 8.53 -4.09
H 14.08 9.12 -3.14
H 12.41 9.51 -2.62
H 13.19 6.61 -3.03
H 13.66 7.48 -1.55
H 10.68 6.03 -0.37
*
```

Summary:
E_HOMO in eV: -10.27
Orbital gap in eV: 11.09
Structure (SMILES): CCOC=O.CCOC=O

w is favored, and the nearest alternative lies 0.603 eV above it.

w.
Here is a single C5H12N2O molecule from the OMol25 dataset. Energies are from ωB97M-V/def2-TZVPD.

The geometry in ORCA input format:
```
! RIJCOSX wB97M-V def2-TZVPD def2/J DEFGRID3
* xyz 0 1
C -0.45 -1.89 1.79
N 0.26 -2.13 0.54
C 0.73 -1.12 -0.25
O 1.69 -1.27 -0.98
C -0.06 0.19 -0.31
C -0.89 0.17 -1.60
N 0.93 1.24 -0.19
C 0.42 2.58 0.00
H -0.01 -1.05 2.33
H -0.41 -2.78 2.41
H -1.50 -1.65 1.59
H 0.83 -2.96 0.49
H -0.68 0.26 0.58
H -1.76 -0.47 -1.42
H -0.32 -0.31 -2.40
H -1.20 1.18 -1.86
H 1.67 1.16 -0.89
H 0.28 3.14 -0.94
H -0.58 2.54 0.45
H 1.06 3.18 0.64
*
```

Summary:
E_HOMO in eV: -8.50
Orbital gap in eV: 9.39
Structure (SMILES): CNC(=O)[C@H](C)NC

x.
Here is a single C5H12N2O molecule from the OMol25 dataset. Energies are from ωB97M-V/def2-TZVPD.

The geometry in ORCA input format:
```
! RIJCOSX wB97M-V def2-TZVPD def2/J DEFGRID3
* xyz 0 1
C 2.67 0.17 1.08
C 1.42 0.80 0.47
C 1.19 0.30 -0.88
O 2.20 0.10 -1.49
N -0.03 0.08 -1.49
C -1.27 0.49 -0.82
C -1.70 -0.53 0.21
N -3.12 -1.05 0.02
H 2.81 0.28 2.18
H 2.78 -0.90 0.91
H 3.67 0.53 0.67
H 0.63 0.58 1.27
H 1.41 1.94 0.56
H -0.13 -0.52 -2.28
H -0.97 1.43 -0.26
H -2.06 0.77 -1.47
H -1.91 0.06 1.15
H -0.94 -1.31 0.22
H -3.13 -1.64 -0.83
H -3.50 -1.59 0.78
*
```

Summary:
E_HOMO in eV: -9.54
Orbital gap in eV: 10.37
Structure (SMILES): CCC(=O)NCCN

y.
Here is a single C5H12N2O molecule from the OMol25 dataset. Energies are from ωB97M-V/def2-TZVPD.

The geometry in ORCA input format:
```
! RIJCOSX wB97M-V def2-TZVPD def2/J DEFGRID3
* xyz 0 1
C 2.16 -1.26 0.65
C 0.92 -1.04 1.52
N 0.09 -0.06 0.83
C -1.01 0.34 1.74
C -0.25 -0.63 -0.47
C -0.77 0.57 -1.36
N 0.24 1.52 -1.60
O -1.88 0.68 -1.76
H 2.58 -0.31 0.27
H 2.25 -2.06 -0.23
H 3.16 -1.71 0.96
H 0.43 -1.99 1.76
H 1.09 -0.77 2.68
H -1.76 0.87 1.21
H -1.36 -0.41 2.47
H -0.43 1.17 2.31
H -1.02 -1.44 -0.48
H 0.70 -0.89 -0.90
H -0.01 2.20 -2.19
H 0.87 1.75 -0.89
*
```

Summary:
E_HOMO in eV: -9.03
Orbital gap in eV: 9.97
Structure (SMILES): CCN(C)CC(N)=O

w is favored, and the nearest alternative lies 0.813 eV above it.

w.
Here is 2 unconnected molecules or ions with the total composition C5H12N2O from the OMol25 dataset. Energies are from ωB97M-V/def2-TZVPD.

The geometry in ORCA input format:
```
! RIJCOSX wB97M-V def2-TZVPD def2/J DEFGRID3
* xyz 0 1
N -1.39 -2.59 -0.34
C -0.55 -1.59 0.35
N -0.96 -1.37 1.70
C -0.69 -0.31 -0.47
O -1.60 0.47 -0.34
H -2.34 -2.25 -0.44
H -1.02 -2.81 -1.26
H 0.48 -1.97 0.33
H -1.13 -2.26 2.17
H -1.81 -0.82 1.72
H -0.08 -0.33 -1.40
C 1.26 0.90 0.86
C 1.60 1.36 -0.35
C 0.99 2.57 -0.97
H 1.78 0.06 1.31
H 0.57 1.42 1.49
H 2.38 0.87 -0.93
H 1.74 3.35 -1.11
H 0.18 2.95 -0.36
H 0.58 2.33 -1.95
*
```

Summary:
E_HOMO in eV: -9.34
Orbital gap in eV: 10.29
Structure (SMILES): NC(N)C=O.C=CC

x.
Here is a single C5H12N2O molecule from the OMol25 dataset. Energies are from ωB97M-V/def2-TZVPD.

The geometry in ORCA input format:
```
! RIJCOSX wB97M-V def2-TZVPD def2/J DEFGRID3
* xyz 0 1
N -0.69 0.85 -3.47
C -1.16 1.10 -2.12
C 0.00 1.43 -1.16
C 0.59 0.15 -0.55
C -0.19 -0.43 0.64
N 0.43 -0.15 1.91
C 0.66 -1.11 2.83
O 0.46 -2.30 2.65
H -0.74 -0.06 -3.87
H -0.14 1.57 -3.89
H -1.68 0.27 -1.76
H -1.81 1.98 -2.18
H 0.84 1.91 -1.65
H -0.37 2.06 -0.36
H 0.73 -0.62 -1.32
H 1.63 0.32 -0.26
H -1.19 0.02 0.62
H -0.37 -1.47 0.44
H 0.69 0.80 2.11
H 1.04 -0.72 3.78
*
```

Summary:
E_HOMO in eV: -8.76
Orbital gap in eV: 9.68
Structure (SMILES): NCCCCNC=O

x is favored, and the nearest alternative lies 0.966 eV above it.